# 1
Computed, not measured: C37H25IrN4OPS2 as an isolated structure, with ωB97M-V/def2-TZVPD.

XYZ file:
```
71
C37H25IrN4OPS2 ωB97M-V/def2-TZVPD
Ir -0.14079 0.36150 -0.94852
C -0.53287 5.08533 2.76309
C 0.76988 4.65756 2.55771
C 1.02035 3.36036 2.12946
C -0.03352 2.48311 1.90918
C -1.34130 2.92342 2.10046
C -1.59164 4.21609 2.53078
P 0.21711 0.78752 1.30342
C -0.22234 -0.19844 2.78365
C -0.47799 -1.56224 2.65670
C -0.74035 -2.33616 3.77813
C -0.74983 -1.75911 5.04021
C -0.48974 -0.40303 5.17755
C -0.22700 0.37278 4.05699
C 1.94631 0.50399 0.90196
C 3.15539 0.46853 1.57914
C 4.29664 0.17751 0.84380
C 4.19275 -0.06946 -0.52212
C 2.97145 -0.04590 -1.18518
C 1.81387 0.24101 -0.46765
H -0.72546 6.09956 3.08956
H 1.59635 5.33857 2.71733
H 2.03629 3.03592 1.94223
H -2.16790 2.24968 1.89966
H -2.61162 4.55075 2.67197
H -0.45171 -2.01544 1.67319
H -0.93056 -3.39656 3.66319
H -0.95319 -2.36478 5.91464
H -0.48969 0.05393 6.15938
H -0.03173 1.43081 4.17377
H 3.20950 0.65443 2.64624
H 5.26476 0.13730 1.32725
H 5.09269 -0.29232 -1.08454
H 2.92047 -0.25574 -2.24624
S 0.16950 0.03474 -3.24888
C 0.74845 1.58864 -3.79470
C 1.24765 1.70112 -5.09226
C 1.67727 2.91599 -5.60819
C 2.18802 2.97720 -6.94830
N 2.58939 3.02456 -8.02546
C 1.61017 4.06449 -4.80429
C 1.12684 3.95645 -3.50743
C 0.69942 2.73894 -2.97931
S 0.08567 2.69873 -1.34565
C 2.03619 5.34306 -5.29816
N 2.38498 6.36947 -5.68364
H 1.29865 0.81651 -5.71426
H 1.08287 4.84285 -2.88747
N -1.04631 -9.56070 0.28986
C -0.94215 -8.42624 0.12939
C -0.81621 -7.00913 -0.07157
C 0.09723 -6.50774 -0.99940
C 0.21680 -5.14617 -1.18962
C -0.57147 -4.24371 -0.46001
C -1.48473 -4.76541 0.46827
C -1.60742 -6.12713 0.66222
C -0.43942 -2.83816 -0.64412
C -0.32601 -1.62864 -0.75926
H 0.71074 -7.19456 -1.56749
H 0.92393 -4.75295 -1.90691
H -2.09795 -4.08175 1.04215
H -2.31459 -6.51732 1.38252
C -4.69489 0.76216 -0.94034
C -3.30310 0.23464 -0.70813
N -3.15784 -0.74560 0.19945
O -2.36080 0.69895 -1.34129
H -5.33201 0.64037 -0.06457
H -5.13898 0.21745 -1.77483
H -4.62953 1.81149 -1.21471
H -3.96272 -1.15826 0.63262
H -2.26218 -1.22484 0.23740
```

Results
Kohn-Sham gap	6.3	eV
total charge	-1
total energy	-2961.44707	a.u.
molar mass	828.96	g/mol
relative energy (zero: lowest compared OMol25 entry of this formula, charge and spin)	0.0	kcal per mole

---

# 2
Computed, not measured: C37H26BrLaN8O10Se as an isolated structure at a distorted geometry, with ωB97M-V/def2-TZVPD.

XYZ file:
```
84
C37H26BrLaN8O10Se ωB97M-V/def2-TZVPD
La 1.07934 0.16086 0.27598
O -6.79850 2.91902 2.26176
C -6.14643 1.82423 1.80287
O -6.76573 0.88783 1.39709
C -4.64515 1.85587 1.85684
C -3.97870 0.63948 1.95289
C -2.59854 0.59907 2.00110
C -1.86211 1.77284 1.95422
C -2.51958 2.99000 1.83331
C -3.90739 3.02969 1.78624
N -0.42596 1.69790 1.98373
C 0.18117 2.55031 2.68522
C 1.65711 2.60356 2.77535
C 2.25045 3.50819 3.62565
C 3.63788 3.53884 3.70541
C 4.36274 2.65007 2.94269
C 3.67825 1.76494 2.11763
N 2.35546 1.74715 2.02587
H -6.17185 3.55070 2.62571
H -4.56508 -0.27279 1.96841
H -2.06834 -0.34199 2.07382
H -1.94858 3.90812 1.71641
H -4.39777 3.98824 1.63866
H -0.36925 3.26897 3.29650
H 1.63658 4.17512 4.22134
H 4.13645 4.24183 4.36132
H 5.44441 2.62493 2.97921
H 4.21193 1.04268 1.51383
C -1.38801 -3.12353 2.77030
C -0.59108 -2.87991 1.52039
O -0.31075 -1.73120 1.15405
N -0.19393 -3.93801 0.81664
C 0.69671 -3.82005 -0.33875
C 0.09919 -3.16020 -1.56196
C -0.64521 -3.88617 -2.48005
C -1.09734 -3.25559 -3.62865
C -0.74944 -1.93240 -3.84243
C -0.00358 -1.28877 -2.87273
N 0.38121 -1.86730 -1.73241
H -1.22033 -2.30041 3.46188
H -1.10721 -4.06254 3.25178
H -2.44794 -3.16093 2.51730
H -0.47645 -4.84922 1.12552
H 1.01790 -4.82533 -0.59310
H 1.57281 -3.25545 -0.04240
H -0.85116 -4.93739 -2.30193
H -1.69104 -3.79712 -4.35714
H -1.05492 -1.40077 -4.73638
H 0.29828 -0.25581 -3.01794
O 5.83739 -3.95897 0.05697
C 5.07660 -3.04222 0.14194
C 4.54348 -2.18497 -1.00674
O 4.92766 -2.19523 -2.14867
C 3.46763 -1.37340 -0.42177
C 3.33256 -1.62582 0.94962
O 2.38143 -1.10417 1.67256
C 4.38260 -2.54787 1.41229
O 4.65182 -2.85503 2.54523
O 2.69408 -0.53782 -1.05798
Se 0.07258 3.19399 -1.58401
N 1.11194 3.73887 -2.86752
C 2.33981 3.27303 -2.60318
C 3.48284 3.41248 -3.43133
C 4.64497 2.87044 -2.98761
C 4.69139 2.20122 -1.72766
N 3.66376 2.04657 -0.93630
C 2.49138 2.56042 -1.37329
N 1.35552 2.41815 -0.65433
H 3.41331 3.93219 -4.37914
H 5.54820 2.94131 -3.58014
H 5.63096 1.77476 -1.38361
Br -4.07030 -4.04866 -0.49099
C -4.02366 -2.39760 -1.42079
C -5.01424 -2.13381 -2.35141
N -5.03362 -1.00777 -3.06562
C -4.05787 -0.12115 -2.85182
C -3.03932 -0.30279 -1.92658
C -3.01808 -1.47699 -1.18993
C -1.97732 0.76460 -1.81601
O -2.00577 1.63122 -2.68952
O -1.09497 0.67847 -0.86512
H -5.81047 -2.84998 -2.53116
H -4.07746 0.78457 -3.44586
H -2.21932 -1.65565 -0.48158
```

Results
Kohn-Sham gap	5.9	eV
total energy	-7623.27329	a.u.
molar mass	1040.43	g/mol
relative energy (zero: lowest compared OMol25 entry of this formula, charge and spin)	19.1	kcal per mole

---

# 3
Computed, not measured: C37H26Cl5InN2OP as an isolated structure at a distorted geometry, with ωB97M-V/def2-TZVPD.

XYZ file:
```
73
C37H26Cl5InN2OP ωB97M-V/def2-TZVPD
In -0.37499 0.11024 0.09397
Cl 0.50651 1.72567 7.25255
C 0.68371 1.30786 5.60115
C -0.38494 0.75313 4.89776
Cl -1.90020 0.52756 5.66930
C -0.21875 0.38449 3.57127
Cl -1.48202 -0.34884 2.68827
C 0.97802 0.61689 2.87502
O 1.11662 0.31264 1.62250
C 2.02820 1.21113 3.59757
Cl 3.47003 1.56172 2.73403
C 1.89975 1.51969 4.94468
Cl 3.21400 2.20812 5.79696
N -0.68916 -1.09502 -2.46825
C 0.44048 -1.33498 -3.28191
C 0.31760 -1.63396 -4.63495
C 1.43847 -1.87249 -5.40948
C 2.70219 -1.80339 -4.84213
C 2.84086 -1.47442 -3.50702
C 1.71674 -1.23813 -2.71924
P 1.92539 -0.72365 -0.98415
C 3.02483 0.71154 -1.10968
C 4.40608 0.56379 -1.19316
C 5.20429 1.68090 -1.36551
C 4.63382 2.94117 -1.44425
C 3.25904 3.09036 -1.34919
C 2.45607 1.97753 -1.18653
C 2.85249 -2.06747 -0.21078
C 3.67555 -1.80729 0.88170
C 4.41561 -2.83479 1.43668
C 4.32477 -4.11540 0.91419
C 3.46703 -4.38175 -0.14197
C 2.72009 -3.36349 -0.70394
H -0.91693 -1.89448 -1.87710
H -1.51318 -0.90386 -3.02996
H -0.66674 -1.68953 -5.07650
H 1.32687 -2.12840 -6.45188
H 3.57982 -1.99598 -5.43980
H 3.82195 -1.40160 -3.06039
H 4.85138 -0.41829 -1.11334
H 6.27513 1.56847 -1.43960
H 5.25977 3.81073 -1.57037
H 2.81890 4.07378 -1.40206
H 1.37434 2.08452 -1.11434
H 3.73426 -0.80604 1.28202
H 5.06488 -2.63898 2.27580
H 4.91531 -4.91205 1.33713
H 3.38779 -5.38337 -0.53426
H 2.05257 -3.56206 -1.53364
N -2.38395 -0.13809 -0.54636
C -3.38023 0.42719 -0.03598
C -4.69827 -0.01524 -0.53958
C -5.75485 0.88318 -0.65664
C -6.96010 0.44708 -1.17614
C -7.10998 -0.86892 -1.58557
C -6.05829 -1.76430 -1.46778
C -4.85351 -1.33882 -0.94652
C -3.38643 1.47506 1.00376
C -4.29382 1.38174 2.05736
C -4.27481 2.32629 3.06834
C -3.36572 3.37276 3.02345
C -2.47109 3.47933 1.96869
C -2.48426 2.53336 0.95760
H -5.62827 1.91331 -0.35613
H -7.78402 1.13863 -1.26395
H -8.04739 -1.19721 -2.00378
H -6.17360 -2.79008 -1.78312
H -4.02375 -2.01989 -0.82871
H -4.98392 0.55107 2.09869
H -4.96782 2.23905 3.89210
H -3.35665 4.10807 3.81284
H -1.77251 4.30361 1.92920
H -1.82111 2.64060 0.10107
```

Results
Kohn-Sham gap	6.9	eV
total charge	+1
total energy	-4442.56364	a.u.
molar mass	837.68	g/mol
relative energy (zero: lowest compared OMol25 entry of this formula, charge and spin)	16.6	kcal per mole

---

# 4
Computed, not measured: a 7-piece molecular cluster, C37H26O14P overall at a distorted geometry, with ωB97M-V/def2-TZVPD.

XYZ file:
```
78
C37H26O14P ωB97M-V/def2-TZVPD
O 1.87329 -0.75948 6.07549
C 1.20854 0.23220 5.70179
O 1.61588 1.32497 5.24844
P -0.67598 -0.05598 5.90368
H -1.25930 0.02492 4.63051
H -1.19316 1.00366 6.67605
C -6.09428 -1.03254 3.01468
C -5.18358 -0.41489 3.76494
C -4.35063 -1.15844 4.74460
O -3.52446 -0.59794 5.42579
C -4.57100 -2.62274 4.85383
C -5.47768 -3.24220 4.10201
C -6.30793 -2.49778 3.12369
O -7.13319 -3.06709 2.43739
H -6.71045 -0.49926 2.29779
H -5.00604 0.65200 3.70234
H -3.95061 -3.14485 5.57117
H -5.65209 -4.30901 4.16406
C 3.40130 -3.90253 1.21830
C 2.09404 -3.75542 1.40431
C 1.56044 -2.89851 2.49916
O 0.36540 -2.77778 2.65928
C 2.54614 -2.21063 3.37473
C 3.85451 -2.36441 3.17663
C 4.38009 -3.21657 2.09484
O 5.58041 -3.35935 1.91693
H 3.81014 -4.52295 0.43104
H 1.36025 -4.24652 0.77721
H 2.15755 -1.58518 4.17792
H 4.58786 -1.87432 3.80439
C -3.92397 0.63788 -1.03945
C -5.01240 0.13700 -0.46117
C -6.12381 1.01840 -0.03021
O -7.11372 0.57147 0.51074
C -5.98215 2.47631 -0.27040
C -4.89515 2.97659 -0.84780
C -3.78200 2.09590 -1.27551
O -2.78693 2.55302 -1.79662
H -3.09625 0.01772 -1.35810
H -5.13769 -0.92190 -0.27381
H -6.80687 3.09771 0.05459
H -4.76707 4.03618 -1.02905
C 0.00313 -0.15579 -6.57256
C -1.30751 -0.18736 -6.35165
C -1.90519 0.49918 -5.17793
O -3.10153 0.46665 -4.97767
C -0.98825 1.22192 -4.26281
C 0.32384 1.25160 -4.48415
C 0.92209 0.56701 -5.65613
O 2.11639 0.59227 -5.86578
H 0.46216 -0.64883 -7.42017
H -1.99556 -0.70787 -7.00588
H -1.44666 1.71556 -3.41467
H 1.00884 1.77023 -3.82572
C 0.12629 4.37943 -1.51851
C 0.56070 5.63618 -1.48954
C 1.85300 5.98818 -0.84892
O 2.24782 7.13486 -0.82197
C 2.63923 4.88534 -0.24222
C 2.20608 3.62747 -0.27200
C 0.91645 3.27557 -0.91716
O 0.51944 2.13129 -0.95816
H -0.81421 4.09747 -1.97672
H 0.00106 6.45555 -1.92268
H 3.57619 5.16500 0.22196
H 2.76221 2.80883 0.16585
C 6.31200 -2.10956 -0.70800
C 7.48252 -2.11545 -1.34243
C 7.56154 -2.00522 -2.81841
O 8.62718 -2.01133 -3.39986
C 6.28321 -1.88573 -3.56579
C 5.11296 -1.88141 -2.93401
C 5.03773 -1.99300 -1.45599
O 3.96758 -1.98895 -0.88274
H 6.22013 -2.19324 0.36902
H 8.42501 -2.20052 -0.81680
H 6.36120 -1.80427 -4.64258
H 4.17066 -1.79684 -3.46006
```

Results
Kohn-Sham gap	3.5	eV
total charge	-1
total energy	-2820.08238	a.u.
molar mass	725.58	g/mol

---

# 5
Computed, not measured: C37H27BaCl2N5O6PSSe2 as an isolated structure, with ωB97M-V/def2-TZVPD.

XYZ file:
```
82
C37H27BaCl2N5O6PSSe2 ωB97M-V/def2-TZVPD
Ba 0.98788 0.64056 -1.02925
C 0.60261 0.74335 3.39306
C 1.86014 1.27002 2.80652
N 2.16647 1.27639 1.52556
C 3.42268 1.81754 1.42880
C 3.88065 2.14996 2.67563
N 2.86997 1.79673 3.53334
C 5.12004 2.73555 3.22579
O 6.05654 3.04079 2.35873
O 5.24298 2.86902 4.42870
C 4.09632 1.96995 0.09616
O 5.24453 2.46823 0.09189
O 3.43724 1.57561 -0.89541
H 0.00621 0.30922 2.59584
H 0.01113 1.53423 3.85780
H 0.80637 -0.02833 4.13900
H 2.92812 1.92511 4.53078
H 5.73898 2.82275 1.40185
Cl 1.23983 2.93719 -8.76214
C 1.09052 2.17462 -7.19678
C 1.06774 0.77839 -7.11535
C 0.95001 0.16697 -5.89769
Cl 0.93728 -1.56957 -5.81623
C 0.84535 0.88605 -4.65715
O 0.73933 0.28809 -3.55034
C 0.88172 2.31439 -4.80079
C 0.80439 3.20562 -3.65786
O 0.69753 2.90255 -2.48321
C 1.00066 2.92471 -6.05737
H 1.14476 0.17917 -8.01248
H 0.85843 4.27945 -3.92596
H 1.02419 4.00700 -6.11432
N 1.40531 -4.40256 0.26516
C 0.03480 -4.68109 0.47925
C -0.60319 -5.72162 -0.17776
C -1.95253 -5.94659 0.05178
C -2.67024 -5.10985 0.89399
C -2.03639 -4.04524 1.51810
C -0.67358 -3.85441 1.34103
S 0.22900 -2.57831 2.13661
N 1.30465 -2.11658 0.87781
C 1.80055 -3.07109 0.19134
C 2.93725 -2.77324 -0.73082
C 3.96510 -3.68987 -0.90769
C 5.03223 -3.33439 -1.71959
C 5.03420 -2.09045 -2.31988
C 3.96236 -1.23922 -2.08214
N 2.93624 -1.57546 -1.30704
H 1.81879 -4.98000 -0.45132
H -0.04760 -6.35146 -0.86323
H -2.44931 -6.76687 -0.44947
H -3.72878 -5.27026 1.04797
H -2.59486 -3.35700 2.13917
H 3.95956 -4.64046 -0.39034
H 5.85723 -4.01983 -1.86524
H 5.85052 -1.76781 -2.95019
H 3.93229 -0.24240 -2.50473
Se -2.06486 -0.58138 -0.14321
P -2.49352 1.27134 0.86334
Se -1.03826 2.84334 0.76000
C -4.12626 1.86899 0.29629
C -4.27022 3.09417 -0.33630
C -5.52420 3.51110 -0.76911
C -6.63514 2.70877 -0.56271
C -6.49305 1.48018 0.07340
C -5.24351 1.06027 0.49668
C -2.84359 0.94202 2.63799
C -2.76274 -0.33198 3.17817
C -2.97194 -0.53449 4.53878
C -3.28054 0.53735 5.36066
C -3.37879 1.81619 4.82044
C -3.15854 2.01735 3.46867
H -3.39512 3.71617 -0.48071
H -5.62700 4.46769 -1.26595
H -7.61206 3.03581 -0.89668
H -7.35718 0.84792 0.23554
H -5.12911 0.09611 0.97880
H -2.50437 -1.15635 2.52549
H -2.88702 -1.53201 4.95348
H -3.44437 0.38207 6.41995
H -3.61876 2.65822 5.45773
H -3.20405 3.01586 3.04933
```

Results
Kohn-Sham gap	7.3	eV
total charge	-1
total energy	-8640.09823	a.u.
molar mass	1066.85	g/mol
relative energy (zero: lowest compared OMol25 entry of this formula, charge and spin)	13.5	kcal per mole

---

# 6
Computed, not measured: C37H27F9N7O8PPtS as an isolated structure at a distorted geometry, with ωB97M-V/def2-TZVPD.

XYZ file:
```
91
C37H27F9N7O8PPtS ωB97M-V/def2-TZVPD
Pt 12.83567 13.11195 11.07535
O 15.00778 12.86991 9.88082
C 15.49008 13.30328 10.94686
O 14.81471 13.66271 11.94204
C 16.93098 13.25681 11.19168
C 17.52443 13.93235 12.26731
C 18.89270 13.79734 12.53433
C 19.70416 12.94927 11.81000
C 19.09907 12.26085 10.76864
C 17.75419 12.45284 10.42962
N 19.95089 11.45960 9.88430
O 20.97626 11.02834 10.38134
O 19.56638 11.25408 8.76506
N 19.50401 14.65846 13.59859
O 18.72844 15.25345 14.30869
O 20.73574 14.64516 13.69805
H 16.96598 14.45728 12.99412
H 20.76279 12.85146 12.03346
H 17.34768 11.89645 9.58503
C 12.64560 18.93626 10.78704
N 12.43629 17.61470 11.36950
C 11.69934 17.56088 12.51000
C 11.36084 16.37532 13.03679
C 11.84284 15.19718 12.38600
O 11.69087 14.03981 12.84254
N 12.44066 15.29839 11.14060
C 12.55934 16.48029 10.53557
O 12.84424 16.58297 9.36751
H 13.38977 18.89318 9.97536
H 13.04110 19.59694 11.56423
H 11.71620 19.26100 10.37056
H 11.49195 18.51158 12.92936
H 10.75743 16.35448 13.94005
F 11.82019 6.96605 5.86204
C 11.97935 8.30061 5.84248
F 10.80258 8.78642 5.42088
F 12.87440 8.54666 4.88905
C 12.38317 8.80508 7.20102
C 13.27489 9.86446 7.26735
C 13.54902 10.39547 8.51762
C 12.91106 9.94094 9.68488
C 12.00264 8.88837 9.60750
C 11.73521 8.32010 8.32149
P 13.12397 10.77986 11.29752
C 11.89697 9.89932 12.31541
C 12.17996 8.78510 13.10723
C 11.23105 8.01357 13.73629
C 9.88881 8.36754 13.49032
C 9.57226 9.49430 12.76958
C 10.56528 10.27819 12.20550
C 8.81594 7.60107 14.16557
F 7.58700 7.90548 13.73272
F 8.97214 6.28466 13.99250
F 8.82950 7.86956 15.49989
C 14.77751 10.37517 11.97535
C 15.62511 9.54972 11.23387
C 16.93685 9.28670 11.69096
C 17.31872 9.72808 12.94296
C 16.42792 10.49012 13.70232
C 15.20017 10.90390 13.21715
C 18.73440 9.48915 13.48871
F 19.43902 8.68765 12.67425
F 19.45289 10.67993 13.64997
F 18.75428 8.93226 14.71649
H 13.75109 10.20776 6.38443
H 14.33826 11.19828 8.62690
H 11.46743 8.53920 10.44427
H 11.00470 7.51231 8.22668
H 13.22391 8.43849 13.24396
H 11.47689 7.23608 14.44645
H 8.55549 9.75003 12.57798
H 10.25163 11.13808 11.61297
H 15.34914 9.28829 10.22950
H 17.68302 8.70887 11.08691
H 16.74636 10.83601 14.69727
H 14.54545 11.55368 13.76158
C 7.95352 14.18167 12.72066
C 7.92374 14.92993 11.40292
C 9.07445 14.51794 10.47779
N 9.70714 13.42604 10.63537
N 10.75308 13.28714 9.76318
C 10.92491 14.33864 8.95077
N 11.87374 14.39475 7.97909
S 9.70865 15.54237 9.21456
H 7.23215 14.60595 13.42870
H 8.91133 14.33615 13.19644
H 7.85577 13.10841 12.59684
H 8.08741 16.02703 11.57971
H 6.98094 14.84516 10.84539
H 12.42447 13.56478 7.86396
H 12.43361 15.24846 8.09618
```

Results
Kohn-Sham gap (spin up / spin down)	6.8 / 8.3	eV
multiplicity	3
total energy	-4168.95811	a.u.
molar mass	1126.77	g/mol
relative energy (zero: lowest compared OMol25 entry of this formula, charge and spin)	5.3	kcal per mole